<1>
An isolated molecule of C2H3N3OS. Source: the Open Molecules 2025 dataset; level of theory: the ωB97M-V functional and the def2-TZVPD basis.

Structure (XYZ):
```
10
Properties=species:S:1:pos:R:3:mulliken_charge:R:1
C 0.37 -0.03 0.03 0.352
C -0.37 -1.16 -0.53 0.439
N -0.28 1.01 0.29 -0.414
N -1.58 0.92 -0.01 -0.103
N 1.74 0.05 0.11 -0.497
O 0.14 -2.25 -0.65 -0.567
S -2.03 -0.71 -0.48 -0.022
H -2.29 1.75 0.18 0.275
H 2.28 -0.63 0.67 0.254
H 2.04 1.05 0.39 0.282
```

* total charge: 0
* HOMO-LUMO gap: 8.603 eV
* 2S+1: 1
* LUMO level: 0.26 eV
* HOMO energy: -8.34 eV


<2>
An isolated molecule of C2H3N3OS. Source: the Open Molecules 2025 dataset; level of theory: the ωB97M-V functional and the def2-TZVPD basis.

Structure (XYZ):
```
10
Properties=species:S:1:pos:R:3:mulliken_charge:R:1
C -1.45 -1.04 -0.22 0.158
C -0.41 0.81 -0.03 0.435
H 2.69 -0.48 0.82 0.163
H -2.17 -1.85 -0.38 0.359
H 0.81 2.24 0.12 0.241
N 0.50 -0.25 0.31 0.055
N -1.66 0.22 -0.29 -0.455
N -0.18 2.06 -0.08 -0.605
O -0.20 -1.46 0.07 -0.244
S 2.08 -0.26 -0.32 -0.108
```

* total charge: 0
* HOMO-LUMO gap: 9.798 eV
* 2S+1: 1
* LUMO level: 0.38 eV
* HOMO energy: -9.42 eV


Which of them is least stable? Easy: <2>.


<1>
An isolated molecule of C2H3N3OS. Source: the Open Molecules 2025 dataset; level of theory: the ωB97M-V functional and the def2-TZVPD basis.

Structure (XYZ):
```
10
Properties=species:S:1:pos:R:3:mulliken_charge:R:1
C -0.99 -0.04 0.65 -0.586
C 0.43 -0.08 0.16 0.661
H -1.98 0.89 -1.28 0.153
H -1.05 -0.83 1.39 0.317
H -1.09 0.95 1.10 0.316
N 1.18 0.97 -0.15 -0.289
N 2.31 0.43 -0.61 -0.230
N 2.31 -0.82 -0.56 -0.028
O 1.07 -1.21 -0.06 -0.131
S -2.19 -0.27 -0.65 -0.184
```

* total charge: 0
* HOMO-LUMO gap: 10.465 eV
* 2S+1: 1
* LUMO level: 0.41 eV
* HOMO energy: -10.05 eV


<2>
An isolated molecule of C2H3N3OS. Source: the Open Molecules 2025 dataset; level of theory: the ωB97M-V functional and the def2-TZVPD basis.

Structure (XYZ):
```
10
Properties=species:S:1:pos:R:3:mulliken_charge:R:1
C 0.01 1.38 0.02 -0.738
C 0.69 -0.99 0.02 0.338
H -0.78 1.70 -0.83 0.273
H -0.13 1.82 1.06 0.253
H 1.03 1.63 -0.29 0.323
N -0.22 0.00 0.01 0.243
N -1.31 -1.90 -0.02 -0.002
N -0.09 -2.17 0.05 -0.230
O -1.50 -0.55 -0.01 -0.079
S 2.30 -0.91 -0.02 -0.381
```

* total charge: 0
* HOMO-LUMO gap: 8.493 eV
* 2S+1: 1
* LUMO level: -0.52 eV
* HOMO energy: -9.02 eV


Which of them is least stable? Easy: <2>.


<1>
An isolated molecule of C7H8N2O. Source: the Open Molecules 2025 dataset; level of theory: the ωB97M-V functional and the def2-TZVPD basis.

Structure (XYZ):
```
18
Properties=species:S:1:pos:R:3:mulliken_charge:R:1
C 0.27 2.26 0.01 -1.555
C -0.40 0.98 -0.01 0.724
C -2.55 -0.13 -0.12 -0.423
C -1.86 -1.43 -0.29 -0.463
C -0.47 -1.46 -0.42 0.255
C 0.14 -0.40 -0.24 0.094
C 1.73 -0.26 -0.31 0.149
H -0.48 3.09 0.33 0.271
H 1.00 2.26 0.89 0.338
H 0.71 2.28 -0.72 0.602
H -3.47 0.09 0.04 0.580
H -2.41 -2.46 -0.40 0.240
H 0.10 -2.43 -0.45 0.370
H 3.12 -1.18 0.64 0.121
H 1.66 -1.47 1.47 0.264
N -1.80 0.94 -0.04 -0.616
N 2.30 -1.02 0.68 -0.395
O 2.40 0.33 -1.07 -0.556
```

* total charge: 0
* HOMO-LUMO gap: 9.682 eV
* 2S+1: 1
* LUMO level: 0.68 eV
* HOMO energy: -9.00 eV


<2>
An isolated molecule of C7H8N2O. Source: the Open Molecules 2025 dataset; level of theory: the ωB97M-V functional and the def2-TZVPD basis.

Structure (XYZ):
```
18
Properties=species:S:1:pos:R:3:mulliken_charge:R:1
C -2.28 0.82 0.22 -0.867
C -3.04 -0.32 0.03 -0.539
C -0.89 0.39 0.14 0.331
C -0.94 -0.94 -0.06 -0.410
C 1.23 -1.38 0.16 0.596
C 0.44 0.93 0.05 -0.100
C 2.76 0.48 -0.15 -1.052
N -2.16 -1.44 -0.15 0.019
N 1.48 -0.10 0.20 0.024
O 1.74 -2.45 0.23 -0.474
H -2.62 1.78 0.30 0.469
H -4.15 -0.38 0.32 0.298
H 0.64 1.39 -0.92 0.196
H 0.76 1.70 0.89 0.246
H 2.68 0.74 -1.23 0.367
H 2.96 1.26 0.45 0.363
H 3.64 -0.17 -0.04 0.368
H -2.23 -2.33 -0.44 0.166
```

* total charge: 0
* HOMO-LUMO gap: 8.731 eV
* 2S+1: 1
* LUMO level: 0.77 eV
* HOMO energy: -7.97 eV


Which of them is least stable? Easy: <1>.


<1>
An isolated molecule of C4H4ClF3. Source: the Open Molecules 2025 dataset; level of theory: the ωB97M-V functional and the def2-TZVPD basis.

Structure (XYZ):
```
12
Properties=species:S:1:pos:R:3:mulliken_charge:R:1
C -0.10 -0.91 1.09 -0.490
C -0.31 -0.32 -0.26 0.520
C -0.38 1.12 -0.40 -0.809
C 0.82 0.37 -0.87 0.777
H -1.14 -1.25 1.48 0.281
H 0.58 -1.79 1.21 0.271
H -1.04 1.64 -1.18 0.264
H -0.42 1.70 0.53 0.247
F 0.34 0.07 1.97 -0.291
F 1.09 0.29 -2.18 -0.285
F 2.00 0.46 -0.27 -0.283
Cl -1.42 -1.38 -1.12 -0.201
```

* total charge: 0
* HOMO-LUMO gap: 11.605 eV
* 2S+1: 1
* LUMO level: 0.86 eV
* HOMO energy: -10.75 eV


<2>
An isolated molecule of C4H4ClF3. Source: the Open Molecules 2025 dataset; level of theory: the ωB97M-V functional and the def2-TZVPD basis.

Structure (XYZ):
```
12
Properties=species:S:1:pos:R:3:mulliken_charge:R:1
C 0.80 1.22 -0.16 -1.229
C 0.46 -0.24 0.06 0.477
C -0.77 -0.79 -0.69 -0.340
C -0.71 -0.64 0.81 0.757
H 1.41 1.36 -1.07 0.329
H -0.07 1.87 -0.22 0.323
H 1.39 1.64 0.70 0.347
H -0.87 -1.80 -1.17 0.356
F -1.45 0.15 -1.47 -0.271
F -1.44 0.29 1.41 -0.273
F -0.62 -1.76 1.61 -0.275
Cl 1.87 -1.29 0.19 -0.202
```

* total charge: 0
* HOMO-LUMO gap: 11.669 eV
* 2S+1: 1
* LUMO level: 0.84 eV
* HOMO energy: -10.83 eV


Which of them is least stable? Easy: <1>.


<1>
An isolated molecule of C2H3NOS. Source: the Open Molecules 2025 dataset; level of theory: the ωB97M-V functional and the def2-TZVPD basis.

Structure (XYZ):
```
8
Properties=species:S:1:pos:R:3:mulliken_spin:R:1
C 0.49 1.07 0.09 0.269
C -1.08 -0.63 -0.03 0.441
N -0.63 0.53 -0.29 0.243
O 1.42 -1.17 -0.06 0.391
S 1.93 0.19 0.12 0.577
H 0.57 2.10 -0.11 0.029
H -1.10 -0.92 1.02 0.010
H -1.62 -1.18 -0.75 0.040
```

* total charge: 0
* HOMO-LUMO gap (alpha / beta): 7.295 / 8.685 eV
* expectation value of S²: 2.014
* 2S+1: 3
* LUMO level (alpha / beta): 0.74 / -1.81 eV
* HOMO energy (alpha / beta): -6.56 / -10.50 eV


<2>
A 2-piece molecular cluster, C2H3NOS overall. Source: the Open Molecules 2025 dataset; level of theory: the ωB97M-V functional and the def2-TZVPD basis.

Structure (XYZ):
```
8
Properties=species:S:1:pos:R:3:mulliken_spin:R:1
C -1.65 0.01 0.27 -0.001
C 1.02 1.12 -0.19 0.667
N -1.05 -0.39 -0.67 0.008
O -2.17 0.69 0.98 0.003
S 1.65 -0.09 0.66 1.224
H 1.05 1.17 -1.24 0.044
H 0.68 1.96 0.34 0.053
H -0.82 -1.39 -0.93 0.000
```

* total charge: 0
* HOMO-LUMO gap (alpha / beta): 7.687 / 7.731 eV
* expectation value of S²: 2.005
* 2S+1: 3
* LUMO level (alpha / beta): 0.73 / -2.18 eV
* HOMO energy (alpha / beta): -6.95 / -9.91 eV


Which of them is least stable? Easy: <1>.


<1>
A 2-piece molecular cluster, C3H6N2S3 overall. Source: the Open Molecules 2025 dataset; level of theory: the ωB97M-V functional and the def2-TZVPD basis.

Structure (XYZ):
```
14
Properties=species:S:1:pos:R:3:mulliken_charge:R:1
C -1.23 -2.87 -1.35 -0.110
C 0.12 -3.21 0.56 0.442
C 0.23 1.97 0.15 -0.690
N -0.61 -1.82 -0.96 -0.417
N 0.15 -2.00 0.11 -0.169
S -0.92 -4.28 -0.39 -0.115
S 1.04 -3.78 1.90 -0.230
S -1.27 1.32 0.94 -0.180
H -1.51 0.37 0.04 0.080
H -1.88 -2.89 -2.20 0.429
H 0.75 2.56 0.90 0.263
H -0.04 2.59 -0.70 0.267
H 0.86 1.14 -0.16 0.254
H 1.65 -2.60 2.09 0.174
```

* total charge: 0
* HOMO-LUMO gap: 9.022 eV
* 2S+1: 1
* LUMO level: 0.47 eV
* HOMO energy: -8.56 eV


<2>
A 2-piece molecular cluster, C3H6N2S3 overall. Source: the Open Molecules 2025 dataset; level of theory: the ωB97M-V functional and the def2-TZVPD basis.

Structure (XYZ):
```
14
Properties=species:S:1:pos:R:3:mulliken_charge:R:1
C 0.17 1.66 -0.47 -0.315
C 0.88 1.41 0.74 -0.337
C 2.18 1.08 -1.13 -0.225
N 2.26 1.02 0.19 0.004
N 0.86 1.50 -1.58 0.066
S 0.52 1.81 -3.16 -0.286
S -1.98 -1.97 -0.29 -0.330
S 3.51 0.58 1.04 -0.297
H -0.80 2.07 -0.46 0.445
H 1.09 2.21 1.48 0.312
H 0.40 0.59 1.30 0.282
H 3.04 0.76 -1.84 0.358
H -1.03 -2.52 -0.90 0.148
H -2.59 -1.44 -1.38 0.173
```

* total charge: 0
* HOMO-LUMO gap: 7.074 eV
* 2S+1: 1
* LUMO level: -1.11 eV
* HOMO energy: -8.19 eV


Which of them is least stable? Easy: <2>.


<1>
A 3-piece molecular cluster, C4H11N2O2 overall. Source: the Open Molecules 2025 dataset; level of theory: the ωB97M-V functional and the def2-TZVPD basis.

Structure (XYZ):
```
19
Properties=species:S:1:pos:R:3:mulliken_charge:R:1
C -0.49 0.09 -2.69 -1.302
C -0.37 -0.21 -1.26 0.587
C -1.05 -1.07 -0.44 -0.507
N -0.65 -0.75 0.84 0.029
C 0.23 0.21 0.86 -0.166
N 0.49 0.51 -0.43 -0.060
H 0.44 0.15 -3.25 0.359
H -0.94 1.07 -2.88 0.358
H -1.27 -0.55 -3.11 0.322
H -1.97 -1.63 -0.50 0.358
H -0.93 -1.39 1.59 0.315
H 0.59 0.83 1.66 0.415
H 0.96 1.31 -0.83 0.289
H 1.12 -2.64 2.16 0.323
H -0.01 -3.33 3.17 0.321
O 0.28 -2.57 2.65 -0.648
H 1.41 3.94 0.37 0.313
H 0.85 3.02 1.46 0.301
O 1.29 3.01 0.63 -0.608
```

* total charge: +1
* HOMO-LUMO gap: 10.899 eV
* 2S+1: 1
* LUMO level: -2.82 eV
* HOMO energy: -13.72 eV


<2>
An isolated ion of composition C4H11N2O2 and charge +1. Source: the Open Molecules 2025 dataset; level of theory: the ωB97M-V functional and the def2-TZVPD basis.

Structure (XYZ):
```
19
Properties=species:S:1:pos:R:3:mulliken_charge:R:1
N 1.38 -0.64 0.78 -0.251
C -0.02 -0.58 0.26 -0.120
C -0.09 0.61 -0.77 -0.231
C 0.61 0.19 -2.07 -1.157
O 0.77 1.61 -0.20 -0.530
C -0.91 -0.31 1.45 0.394
N -2.25 -0.43 1.29 -0.355
O -0.40 -0.12 2.54 -0.619
H 1.96 -0.10 0.13 0.349
H 1.73 -1.58 0.89 0.338
H 1.38 -0.20 1.72 0.327
H -0.23 -1.55 -0.21 0.449
H -1.12 0.97 -0.79 0.561
H 1.54 -0.32 -1.84 0.248
H 0.83 1.05 -2.72 0.352
H 0.10 -0.45 -2.76 0.382
H 0.28 2.43 -0.26 0.349
H -2.75 -0.29 0.43 0.225
H -2.80 -0.31 2.12 0.290
```

* total charge: +1
* HOMO-LUMO gap: 11.560 eV
* 2S+1: 1
* LUMO level: -3.19 eV
* HOMO energy: -14.74 eV


Which of them is least stable? Easy: <2>.


<1>
A 3-piece molecular cluster, C4H12O3 overall. Source: the Open Molecules 2025 dataset; level of theory: the ωB97M-V functional and the def2-TZVPD basis.

Structure (XYZ):
```
19
Properties=species:S:1:pos:R:3:mulliken_charge:R:1
O 1.74 -1.60 1.20 -0.492
C 1.61 -0.59 0.55 0.103
C 0.28 -0.39 -0.18 -0.270
C 0.35 0.90 -1.06 -0.458
C -1.05 1.56 -1.40 -1.066
H 2.40 -0.07 0.00 0.205
H 0.18 -1.38 -0.68 0.247
H -0.61 -0.32 0.55 0.214
H 1.06 1.60 -0.69 0.420
H 0.76 0.36 -2.02 0.239
H -0.68 2.47 -1.72 0.358
H -1.59 1.51 -0.33 0.203
H -1.83 1.00 -1.98 0.297
H 4.78 -1.16 -0.30 0.330
H 4.44 -1.66 -1.68 0.303
O 4.37 -0.89 -1.15 -0.632
H -5.96 -0.60 3.14 0.300
H -4.77 -0.65 4.03 0.322
O -5.50 -0.08 3.73 -0.623
```

* total charge: 0
* HOMO-LUMO gap: 10.212 eV
* 2S+1: 1
* LUMO level: 0.72 eV
* HOMO energy: -9.49 eV


<2>
A 3-piece molecular cluster, C4H12O3 overall. Source: the Open Molecules 2025 dataset; level of theory: the ωB97M-V functional and the def2-TZVPD basis.

Structure (XYZ):
```
19
Properties=species:S:1:pos:R:3:mulliken_charge:R:1
C 2.69 -0.47 -2.17 -1.143
C 0.22 -1.34 0.71 -0.283
O 0.11 -0.75 1.99 -0.525
C 1.22 -0.68 -0.24 -0.212
C 1.92 -1.34 -1.19 -0.119
H 2.09 0.35 -2.52 0.330
H 3.01 -1.06 -3.05 0.332
H 3.56 -0.04 -1.66 0.269
H -0.76 -1.12 0.23 0.132
H 0.70 -2.31 0.91 0.316
H -0.11 0.18 1.97 0.289
H 1.31 0.41 -0.18 0.298
H 2.22 -2.39 -1.07 0.306
H -2.45 0.48 -1.34 0.321
H -1.59 1.45 -0.68 0.292
O -2.13 1.39 -1.46 -0.618
H -3.01 3.00 2.40 0.295
H -3.28 1.51 2.29 0.316
O -2.69 2.20 1.99 -0.595
```

* total charge: 0
* HOMO-LUMO gap: 9.708 eV
* 2S+1: 1
* LUMO level: 0.49 eV
* HOMO energy: -9.21 eV


Which of them is least stable? Easy: <1>.